C29H29N3O3 | ωB97M-V/def2-TZVPD

Values from the calculation:
* 2S+1: 1
* SMILES: CC(C)(C)NC(=O)[C@@H](c1cccnc1)N(C(=O)c1ccco1)c1ccc(Cc2ccccc2)cc1
* LUMO: 0.68 eV
* ΔE to the lowest compared entry with this formula, charge and spin: 4.6 kJ/mol

The geometry in XYZ format:
```
64
C29H29N3O3 ωB97M-V/def2-TZVPD
C -5.276 -1.558 2.016
H -4.343 -1.950 2.409
H -5.646 -2.240 1.253
H -6.003 -1.503 2.822
C -5.043 -0.168 1.420
N -4.064 -0.266 0.334
C -2.793 -0.686 0.466
O -2.292 -1.075 1.498
C -2.032 -0.627 -0.875
C -2.006 0.767 -1.443
C -2.031 0.979 -2.816
C -1.946 2.274 -3.300
C -1.837 3.310 -2.385
N -1.814 3.121 -1.077
C -1.891 1.885 -0.621
H -1.860 1.779 0.456
H -1.767 4.340 -2.709
H -1.962 2.473 -4.360
H -2.113 0.138 -3.492
N -0.675 -1.138 -0.749
C -0.437 -2.405 -1.183
O -1.306 -3.080 -1.714
C 0.915 -2.948 -0.991
C 1.400 -4.136 -1.482
C 2.727 -4.242 -1.020
C 2.953 -3.121 -0.278
O 1.871 -2.338 -0.253
H 3.815 -2.775 0.258
H 3.415 -5.040 -1.211
H 0.858 -4.826 -2.094
C 0.348 -0.242 -0.340
C 0.480 0.130 0.989
C 1.501 0.985 1.360
C 2.396 1.478 0.422
C 2.236 1.121 -0.912
C 1.216 0.275 -1.296
H 1.100 -0.011 -2.332
H 2.926 1.502 -1.651
C 3.578 2.313 0.833
C 4.832 1.482 0.718
C 5.897 1.889 -0.073
C 7.034 1.106 -0.183
C 7.117 -0.097 0.495
C 6.057 -0.512 1.285
C 4.924 0.271 1.395
H 4.096 -0.058 2.007
H 6.118 -1.450 1.819
H 8.002 -0.709 0.409
H 7.856 1.437 -0.801
H 5.839 2.827 -0.607
H 3.660 3.193 0.192
H 3.454 2.649 1.865
H 1.608 1.263 2.400
H -0.204 -0.273 1.719
H -2.535 -1.319 -1.567
H -4.372 0.037 -0.576
C -4.515 0.792 2.489
H -4.329 1.774 2.058
H -5.238 0.892 3.293
H -3.586 0.407 2.900
C -6.335 0.376 0.813
H -7.097 0.466 1.583
H -6.708 -0.295 0.041
H -6.170 1.359 0.377
```



C29H30AsN4S4Tc | ωB97M-V/def2-TZVPD

Values from the calculation:
* 2S+1: 1
* net charge: +2
* LUMO (spin up / spin down): -6.52 / -6.52 eV
* ΔE to the lowest compared entry with this formula, charge and spin: 122.9 kJ/mol

The geometry in XYZ format:
```
69
C29H30AsN4S4Tc ωB97M-V/def2-TZVPD
Tc 1.517 -0.595 -1.038
S 5.681 -3.409 -1.531
As 5.375 -5.212 -0.727
S 2.661 -2.484 -0.893
S 3.408 -2.929 0.978
S 3.719 -4.938 0.835
C -1.782 2.498 -0.897
C -0.672 1.687 -0.489
N -0.166 0.735 -1.301
C -0.707 0.650 -2.583
C -1.720 1.442 -3.052
C -2.298 2.369 -2.124
C -2.120 1.368 -4.424
C -1.483 0.555 -5.288
C -0.447 -0.304 -4.814
C 0.278 -1.177 -5.654
C 1.246 -1.983 -5.129
C 1.503 -1.937 -3.758
N 0.851 -1.115 -2.928
C -0.115 -0.289 -3.464
H -2.183 3.202 -0.178
H 0.513 1.220 1.068
H -3.153 2.969 -2.428
H -2.935 2.001 -4.762
H -1.745 0.538 -6.341
H 0.062 -1.193 -6.720
H 1.817 -2.664 -5.751
H 2.254 -2.582 -3.328
C -0.065 -4.431 1.024
N -1.185 -3.617 1.641
C -2.532 -4.186 1.292
C -1.091 -2.146 1.250
C 0.153 -1.492 1.775
C 0.420 -1.446 3.151
C 1.542 -0.803 3.643
C 2.419 -0.165 2.756
C 2.138 -0.223 1.401
C 1.023 -0.889 0.911
H -0.141 -5.458 1.373
H 0.890 -4.000 1.317
H -0.173 -4.386 -0.058
H -1.070 -3.662 2.648
H -2.651 -4.145 0.212
H -3.305 -3.596 1.777
H -2.580 -5.217 1.632
H -1.981 -1.658 1.643
H -1.108 -2.114 0.167
H -0.274 -1.900 3.863
H 1.737 -0.783 4.711
H 3.304 0.349 3.121
H 2.833 0.273 0.685
C -1.599 1.671 3.174
C -1.023 2.995 2.715
C -1.176 4.148 3.475
C -0.670 5.360 3.028
C 0.010 5.433 1.820
C 0.195 4.301 1.034
C 0.959 4.394 -0.269
C -0.345 3.097 1.499
N -0.157 1.889 0.727
H -2.095 1.783 4.140
H -0.818 0.909 3.281
H -2.340 1.295 2.455
H -1.704 4.094 4.425
H -0.797 6.254 3.631
H 0.411 6.382 1.481
H 1.476 5.352 -0.340
H 0.298 4.316 -1.139
H 1.708 3.602 -0.352
```



C29H30BrCrN2 | ωB97M-V/def2-TZVPD

Values from the calculation:
* 2S+1: 5
* net charge: -1
* LUMO (spin up / spin down): 2.72 / 2.71 eV

The geometry in XYZ format:
```
63
C29H30BrCrN2 ωB97M-V/def2-TZVPD
Cr 0.883 -1.509 -0.410
Br 0.631 -2.115 2.467
C 2.372 -1.426 2.796
C 2.768 -1.393 4.101
C 4.049 -0.906 4.432
C 4.884 -0.481 3.443
C 4.481 -0.508 2.085
C 5.362 -0.049 1.075
C 4.966 -0.057 -0.228
C 3.674 -0.512 -0.574
C 2.758 -0.974 0.346
C 3.190 -0.981 1.714
H 2.100 -1.742 4.877
H 4.357 -0.879 5.469
H 5.874 -0.107 3.679
H 6.346 0.305 1.363
H 5.637 0.291 -1.006
H 3.404 -0.481 -1.627
N 1.452 -4.606 -1.300
C 1.316 -3.505 -0.962
C -1.665 4.924 0.114
C -0.865 3.704 0.499
C 0.086 3.779 1.505
C 0.829 2.639 1.820
C 1.895 2.676 2.886
C 0.587 1.461 1.148
C -0.375 1.326 0.116
C -1.085 2.512 -0.187
N -0.445 0.104 -0.507
C -1.588 -0.464 -1.227
C -2.203 -1.579 -0.344
C -3.293 -2.366 -1.076
C -2.692 -3.008 -2.331
C -2.143 -1.915 -3.254
C -3.268 -0.959 -3.649
C -3.843 -0.317 -2.385
C -4.414 -1.406 -1.474
C -2.742 0.460 -1.652
C -1.054 -1.133 -2.515
H -1.384 5.787 0.719
H -2.737 4.756 0.246
H -1.505 5.184 -0.935
H 0.257 4.710 2.035
H 1.894 3.634 3.411
H 2.887 2.526 2.455
H 1.747 1.884 3.623
H 1.165 0.590 1.412
H -1.792 2.548 -0.997
H -2.584 -1.118 0.572
H -1.413 -2.277 -0.029
H -3.685 -3.146 -0.416
H -3.456 -3.591 -2.856
H -1.887 -3.695 -2.053
H -1.711 -2.375 -4.148
H -4.054 -1.498 -4.190
H -2.883 -0.184 -4.320
H -4.638 0.383 -2.660
H -5.213 -1.949 -1.993
H -4.855 -0.953 -0.580
H -3.164 0.948 -0.772
H -2.359 1.240 -2.316
H -0.610 -0.356 -3.143
H -0.245 -1.848 -2.294
```



C29H30Cl4N2O6PdSi | ωB97M-V/def2-TZVPD

Values from the calculation:
* 2S+1: 1
* LUMO (spin up / spin down): -3.13 / -3.13 eV

The geometry in XYZ format:
```
73
C29H30Cl4N2O6PdSi ωB97M-V/def2-TZVPD
Pd -0.302 -0.807 0.996
Cl -1.347 0.855 3.500
C -0.268 -0.473 3.365
H -0.702 -1.373 3.796
H 0.719 -0.211 3.736
Cl 8.111 -0.498 -0.889
C 6.425 -0.507 -0.519
C 5.497 -0.374 -1.542
C 4.150 -0.391 -1.236
C 3.733 -0.551 0.081
C 4.675 -0.680 1.097
C 6.023 -0.655 0.801
C 2.281 -0.623 0.406
O 1.426 -0.356 -0.468
O 1.938 -0.975 1.563
H 5.835 -0.265 -2.561
H 3.403 -0.292 -2.009
H 4.335 -0.806 2.114
H 6.761 -0.756 1.583
Cl -3.063 5.366 -2.866
C -2.180 3.874 -2.870
C -2.637 2.826 -3.641
C -1.952 1.622 -3.627
C -0.788 1.503 -2.888
C -0.309 2.574 -2.155
Cl 1.217 2.392 -1.372
C -1.021 3.787 -2.082
N -0.597 4.867 -1.358
C 0.218 4.797 -0.216
C 1.453 5.438 -0.209
C 2.312 5.267 0.859
C 1.948 4.449 1.921
C 0.691 3.881 1.958
C -0.213 4.090 0.920
C -1.602 3.586 1.025
C -1.777 2.140 0.413
O -2.825 1.945 -0.192
O -0.837 1.366 0.644
H -3.528 2.946 -4.236
H -2.314 0.790 -4.209
H -0.227 0.581 -2.874
H -0.979 5.762 -1.630
H 1.747 6.030 -1.064
H 3.282 5.741 0.850
H 2.640 4.270 2.729
H 0.388 3.272 2.797
H -2.315 4.227 0.507
H -1.895 3.477 2.072
C -1.534 -6.737 -0.544
Si -0.515 -5.871 0.825
C 1.325 -6.362 0.738
C -1.258 -6.264 2.539
C -0.613 -4.034 0.564
C -0.609 -2.822 0.469
H -1.473 -7.819 -0.457
H -1.177 -6.463 -1.532
H -2.582 -6.460 -0.482
H 1.463 -7.437 0.800
H 1.881 -5.906 1.552
H 1.773 -6.021 -0.189
H -1.298 -7.333 2.727
H -2.268 -5.875 2.624
H -0.668 -5.811 3.331
N -4.545 0.282 -1.575
C -4.590 -0.301 -0.242
C -3.168 -0.621 0.172
O -2.313 -0.721 -0.830
O -2.818 -0.831 1.313
H -5.484 0.423 -1.927
H -2.774 -0.428 -1.652
H -4.098 1.197 -1.497
H -5.145 -1.245 -0.282
H -5.044 0.327 0.536
```